# 1
C13H17NO4S | wB97M-V/def2-TZVPD

Element x y z (Å)
O  -4.90  1.96  -0.76
C  -3.90  1.85  -0.10
O  -3.46  2.82  0.71
C  -2.99  0.65  -0.07
C  -3.58  -0.53  -0.82
N  -2.55  -1.53  -1.05
S  -1.90  -2.25  0.33
O  -2.78  -2.06  1.46
O  -1.53  -3.58  -0.05
C  -0.42  -1.28  0.57
C  -0.20  -0.60  1.76
C  0.96  0.13  1.90
C  1.90  0.20  0.88
C  1.67  -0.50  -0.31
C  0.50  -1.23  -0.45
C  2.65  -0.45  -1.46
C  4.03  0.03  -1.02
C  3.89  1.30  -0.20
C  3.16  0.99  1.10
H  -4.06  3.58  0.69
H  -2.03  0.94  -0.52
H  -2.79  0.38  0.97
H  -3.96  -0.20  -1.79
H  -4.41  -0.94  -0.24
H  -2.84  -2.26  -1.69
H  -0.94  -0.67  2.54
H  1.14  0.67  2.82
H  0.30  -1.78  -1.36
H  2.25  0.24  -2.21
H  2.71  -1.43  -1.92
H  4.51  -0.74  -0.42
H  4.65  0.20  -1.90
H  3.33  2.04  -0.78
H  4.87  1.72  0.02
H  3.82  0.41  1.75
H  2.92  1.91  1.63

The calculation puts the gap between HOMO and LUMO at 9.99 eV. Its total charge is 0. The value obtained for the highest occupied orbital energy is -0.34656 Eh. As for the spin multiplicity: 1. Its SMILES is O=C(O)CCNS(=O)(=O)c1ccc2c(c1)CCCC2.

Here are the natural (NBO) charges for atoms 1 to 8, given in e:
1. O -0.60
2. C 0.80
3. O -0.68
4. C -0.54
5. C -0.23
6. N -0.86
7. S 2.30
8. O -0.94


# 2
C14H27ClINPS2 | wB97M-V/def2-TZVPD

Element x y z (Å)
C  -1.86  -3.25  1.29
C  -1.72  -2.96  -0.32
C  -2.30  -1.53  -0.84
Cl  -4.01  -1.12  -0.13
C  -1.24  -0.27  -0.73
C  -1.22  0.66  -2.13
I  -3.18  1.54  -2.62
C  -0.62  -0.20  -3.43
C  0.76  0.50  -3.99
N  0.24  -0.67  -0.68
C  1.18  0.11  0.01
C  2.78  -0.31  0.07
C  3.65  0.84  0.89
C  3.83  2.25  0.06
S  3.65  3.70  1.26
S  0.32  1.64  0.75
C  -1.39  0.83  0.48
P  -1.78  0.24  2.26
C  -2.31  1.82  3.21
C  -0.19  -0.51  3.08
H  -2.56  -2.51  1.87
H  -0.83  -3.32  1.87
H  -2.36  -4.32  1.39
H  -0.59  -3.18  -0.61
H  -2.35  -3.80  -0.88
H  -2.51  -1.67  -2.01
H  -0.48  1.59  -2.02
H  -1.44  -0.06  -4.28
H  -0.50  -1.35  -3.17
H  1.38  0.96  -3.09
H  0.48  1.41  -4.68
H  1.45  -0.26  -4.56
H  0.72  -1.50  -1.12
H  2.88  -1.32  0.65
H  3.27  -0.39  -1.01
H  4.70  0.45  1.23
H  3.04  1.11  1.88
H  2.98  2.26  -0.76
H  4.91  2.29  -0.44
H  2.35  4.22  0.98
H  -2.22  1.66  0.30
H  -2.14  1.61  4.37
H  -3.44  2.06  2.97
H  -1.63  2.73  2.85
H  0.38  -1.22  2.34
H  0.44  0.42  3.44
H  -0.54  -1.20  3.99

The calculation puts the gap between HOMO and LUMO at 6.54 eV. Its total charge is +1. The value obtained for the highest occupied orbital energy is -0.40056 Eh. As for the spin multiplicity: 1.

Here are the natural (NBO) charges for atoms 1 to 8, given in e:
1. C -0.67
2. C -0.44
3. C -0.19
4. Cl -0.02
5. C 0.10
6. C -0.35
7. I 0.17
8. C -0.46


# 3
C5H9NO4 | wB97M-V/def2-TZVPD

Element x y z (Å)
N  -1.74  -2.67  -0.97
C  -1.15  -2.19  -0.07
C  -0.39  -1.16  0.70
O  0.13  -1.69  1.89
C  -1.02  0.21  0.87
C  -0.43  1.27  -0.04
O  -0.59  1.11  -1.24
C  0.78  2.08  0.38
O  1.81  2.10  -0.57
H  0.54  -1.07  0.12
H  -0.54  -1.66  2.58
H  -0.97  0.57  1.91
H  -2.11  0.18  0.66
H  1.15  1.69  1.35
H  0.43  3.09  0.63
H  1.80  1.31  -1.14
O  1.10  -1.05  -2.54
H  1.00  -0.48  -1.76
H  0.21  -1.65  -2.75

The calculation puts the gap between HOMO and LUMO at 10.61 eV. Its total charge is 0. The value obtained for the highest occupied orbital energy is -0.39125 Eh. As for the spin multiplicity: 1. Its SMILES is N#C[C@H](O)CC(=O)CO.O.

Here are the natural (NBO) charges for atoms 1 to 8, given in e:
1. N -0.29
2. C 0.25
3. C 0.01
4. O -0.68
5. C -0.53
6. C 0.56
7. O -0.53
8. C -0.16


# 4
C3H20N2O9 | wB97M-V/def2-TZVPD

Element x y z (Å)
C  -1.19  3.36  -1.57
C  -0.10  2.35  -1.50
O  0.50  1.91  -2.45
N  0.30  1.90  -0.23
C  -0.43  1.82  0.93
N  0.12  1.09  1.93
O  -1.46  2.48  1.16
H  -1.82  3.14  -2.40
H  -0.76  4.35  -1.69
H  -1.87  3.40  -0.75
H  1.18  1.38  -0.25
H  1.11  0.87  1.87
H  -0.36  0.98  2.80
O  1.75  -2.06  0.48
H  0.87  -1.63  0.57
H  2.17  -1.59  -0.28
O  2.49  -0.31  -1.54
H  1.70  -0.03  -2.02
H  3.18  -0.40  -2.20
O  -3.13  0.24  0.74
H  -2.94  0.26  -0.21
H  -2.66  1.07  0.96
O  0.52  -4.81  -0.17
H  1.11  -4.05  -0.05
H  0.00  -4.81  0.65
O  -0.75  -1.00  0.19
H  -0.97  -1.60  -0.54
H  -1.49  -0.91  0.81
O  2.67  -0.22  2.23
H  3.53  -0.49  2.57
H  2.37  -0.97  1.66
O  -1.89  -3.44  -0.42
H  -1.03  -3.73  -0.78
H  -2.53  -3.60  -1.12

The calculation puts the gap between HOMO and LUMO at 10.48 eV. Its total charge is 0. The value obtained for the highest occupied orbital energy is -0.37570 Eh. As for the spin multiplicity: 1. Its SMILES is CC(=O)NC(N)=O.O.O.O.O.O.O.O.

Here are the natural (NBO) charges for atoms 1 to 8, given in e:
1. C -0.74
2. C 0.72
3. O -0.60
4. N -0.67
5. C 0.80
6. N -0.83
7. O -0.70
8. H 0.24


# 5
C4H9NO2 | wB97M-V/def2-TZVPD

Element x y z (Å)
N  1.04  0.16  1.82
C  1.33  -0.36  0.43
C  0.07  -1.21  0.01
C  -1.27  -0.48  -0.32
C  -0.91  0.87  -0.99
O  -0.57  1.90  -0.28
O  -1.15  1.05  -2.35
H  0.27  0.89  1.90
H  1.91  0.62  2.12
H  1.84  0.48  -0.24
H  2.09  -1.13  0.36
H  0.40  -1.76  -0.99
H  -0.09  -1.94  0.84
H  -2.12  -1.10  -0.62
H  -1.63  0.00  0.73
H  -1.21  2.00  -2.43

The calculation puts the gap between HOMO and LUMO at 9.89 eV. Its total charge is 0. The value obtained for the highest occupied orbital energy is -0.33775 Eh. As for the spin multiplicity: 1. Its SMILES is NCCCC(=O)O.

Here are the natural (NBO) charges for atoms 1 to 8, given in e:
1. N -0.87
2. C -0.23
3. C -0.40
4. C -0.52
5. C 0.79
6. O -0.63
7. O -0.68
8. H 0.38


# 6
C4H6BrN3O2 | wB97M-V/def2-TZVPD

Element x y z (Å)
O  -2.77  2.43  1.53
Br  -2.15  0.08  -0.67
N  0.66  1.99  1.53
O  -0.49  2.70  2.00
C  -1.56  2.11  1.37
C  -1.14  1.16  0.53
N  1.02  0.06  0.19
N  0.20  1.11  0.70
C  2.03  0.33  -0.83
C  1.37  -0.96  1.19
H  2.66  -0.51  -1.04
H  1.55  0.62  -1.78
H  2.70  1.14  -0.54
H  0.64  -1.03  1.99
H  2.39  -0.83  1.62
H  1.37  -1.95  0.66

The calculation puts the gap between HOMO and LUMO at 8.49 eV. Its total charge is 0. The value obtained for the highest occupied orbital energy is -0.32059 Eh. As for the spin multiplicity: 1.

Here are the natural (NBO) charges for atoms 1 to 8, given in e:
1. O -0.63
2. Br 0.14
3. N 0.04
4. O -0.28
5. C 0.59
6. C -0.08
7. N -0.28
8. N 0.05


So what do the calculations give for energy above the lowest of the compared OMol25 structures with the same formula, charge and spin? Going down the list: 15.7 168.7 87.8 0.0 53.6 97.9 kcal/mol.